Below is a molecular structure, C41H49BrN6O4PtSTe at a distorted geometry, with properties calculated with the ωB97M-V functional and the def2-TZVPD basis.

Each line ends with the Mulliken charge.
Cartesian coordinates (Å):
Pt1 -1.232 -0.205 -0.742  2.89
N1 -0.466 0.988 1.162  -1.03
C1 -1.468 1.479 2.109  0.46
C2 -1.116 1.016 3.535  -0.48
C3 -1.910 1.634 4.692  -1.37
C4 -2.112 3.142 4.618  -0.91
N2 -3.111 3.379 3.582  -0.28
C5 -3.290 4.475 2.889  0.78
N3 -4.036 4.402 1.781  -0.30
N4 -2.708 5.637 3.237  -0.43
C6 -2.871 0.993 1.688  -0.28
O1 -3.853 1.589 2.219  -1.04
O2 -2.933 0.069 0.858  -0.51
H1 0.305 0.496 1.599  0.12
H2 -0.099 1.719 0.568  0.07
H3 -1.492 2.569 2.073  0.75
H4 -0.051 1.227 3.681  0.65
H5 -1.242 -0.068 3.595  -0.10
H6 -1.392 1.392 5.619  0.59
H7 -2.903 1.180 4.742  0.35
H8 -1.174 3.656 4.379  0.43
H9 -2.465 3.508 5.584  0.53
H10 -3.491 2.514 3.118  0.42
H11 -4.365 3.490 1.491  0.25
H12 -4.209 5.194 1.192  0.14
H13 -2.354 5.747 4.170  0.22
H14 -2.939 6.476 2.735  0.21
Br1 -3.121 5.558 -1.744  -0.25
C7 -1.804 4.274 -2.200  -0.38
C8 -1.118 4.388 -3.395  -0.11
C9 -0.169 3.422 -3.688  -1.03
C10 0.064 2.413 -2.769  -0.33
N5 -0.586 2.322 -1.610  0.11
C11 -1.520 3.232 -1.333  -0.04
H15 -1.316 5.208 -4.072  0.47
H16 0.386 3.462 -4.616  0.43
H17 0.806 1.644 -2.960  0.46
H18 -2.065 3.121 -0.400  0.34
C12 -4.264 -0.526 -3.852  -0.95
S1 -4.403 0.032 -2.135  0.10
O3 -3.071 0.717 -1.848  -0.30
C13 -4.432 -1.611 -1.418  0.52
C14 -5.525 -1.944 -0.638  -0.50
C15 -5.591 -3.211 -0.071  -0.61
C16 -4.572 -4.123 -0.299  -0.53
C17 -3.484 -3.782 -1.095  -0.76
C18 -3.404 -2.517 -1.655  -0.14
H19 -3.212 -0.747 -4.037  0.20
H20 -4.597 0.286 -4.497  0.38
H21 -4.889 -1.404 -3.999  0.44
H22 -6.313 -1.219 -0.472  0.42
H23 -6.435 -3.481 0.550  0.40
H24 -4.624 -5.111 0.144  0.44
H25 -2.701 -4.505 -1.290  0.43
H26 -2.597 -2.282 -2.341  0.38
C19 7.276 3.009 -0.366  -1.54
C20 6.109 2.064 -0.246  0.70
C21 4.812 2.540 -0.076  -1.08
C22 3.733 1.674 0.062  0.97
C23 2.363 2.243 0.303  -0.19
C24 3.952 0.300 -0.013  -0.31
Te1 2.293 -1.341 0.440  0.19
N6 0.863 -0.767 -0.883  -0.06
C25 0.699 -1.325 -2.078  0.71
O4 -0.397 -1.074 -2.658  -0.78
C26 1.678 -2.232 -2.740  -0.23
C27 3.023 -1.892 -2.873  0.21
C28 3.911 -2.790 -3.444  -0.77
C29 3.467 -4.036 -3.869  -0.57
C30 2.124 -4.370 -3.750  -0.62
C31 1.228 -3.463 -3.205  -0.63
C32 0.811 -2.758 1.440  -0.12
C33 -0.390 -2.303 1.957  -0.41
C34 -1.242 -3.180 2.617  -0.77
C35 -0.884 -4.513 2.746  -0.92
C36 0.316 -4.963 2.211  -0.82
C37 1.194 -4.098 1.556  1.05
C38 2.492 -4.632 0.995  -1.25
C39 5.243 -0.213 -0.174  1.14
C40 5.599 -1.685 -0.219  -1.88
C41 6.298 0.692 -0.294  -0.68
H27 6.964 4.041 -0.211  0.35
H28 7.734 2.937 -1.354  0.33
H29 8.045 2.769 0.371  0.36
H30 4.637 3.610 -0.034  0.29
H31 2.358 3.325 0.157  0.20
H32 2.063 2.037 1.333  0.22
H33 1.646 1.790 -0.382  -0.48
H34 3.367 -0.913 -2.558  0.55
H35 4.952 -2.515 -3.558  0.46
H36 4.167 -4.739 -4.302  0.42
H37 1.775 -5.338 -4.089  0.44
H38 0.175 -3.704 -3.126  0.40
H39 -0.698 -1.276 1.832  0.71
H40 -2.177 -2.814 3.026  0.54
H41 -1.538 -5.209 3.258  0.39
H42 0.588 -6.009 2.309  0.38
H43 2.526 -5.718 1.075  0.44
H44 3.350 -4.228 1.536  0.28
H45 2.603 -4.361 -0.056  0.20
H46 4.729 -2.329 -0.316  0.22
H47 6.131 -1.969 0.692  0.39
H48 6.264 -1.884 -1.061  0.41
H49 7.303 0.297 -0.417  0.44

Force components x, y, z for each atom (eV/Å):
Pt 3.2428 -0.4346 -1.0572
N -0.9467 0.1305 -0.3873
C 0.1592 -0.1526 0.0331
C -0.0228 0.1146 0.0649
C -0.0257 -0.0601 -0.0712
C -0.0798 0.2066 -0.0844
N 0.5785 1.6588 1.1907
C 0.1665 -0.2459 0.3064
N -0.1158 0.0077 -0.1060
N 0.0101 0.1766 -0.0887
C 0.1720 -0.5758 -0.6295
O -0.5953 -1.3597 -0.9219
O -0.5736 0.2856 0.7100
H 0.0620 -0.0634 -0.0383
H 0.0925 0.0882 0.0301
H 0.1539 0.0120 -0.0181
H -0.0291 0.0059 0.0356
H 0.1266 0.0154 -0.0505
H -0.0422 -0.0375 0.0416
H 0.0626 -0.0513 0.1028
H 0.0199 0.0069 -0.0014
H 0.0151 0.0509 0.0248
H -0.3645 -0.4000 -0.3030
H 0.0229 0.0211 0.0310
H 0.0293 0.0942 -0.0177
H 0.0152 -0.0130 0.0080
H 0.0215 0.0543 0.0147
Br -0.0151 -0.0323 0.0223
C -0.0364 0.0498 0.0981
C 0.0157 -0.0387 0.0038
C 0.0086 0.0659 -0.1110
C 0.0056 -0.0712 0.1324
N -0.0366 0.6022 -0.0060
C 0.1521 -0.0761 -0.2189
H -0.0259 -0.0319 -0.0037
H -0.0079 -0.0240 0.0499
H -0.0252 0.0102 0.0075
H 0.0102 0.0150 -0.0335
C 0.0147 0.3118 0.0053
S 0.0212 -0.3727 -0.0904
O -0.0509 -0.3353 0.2878
C 0.2202 0.2415 0.0597
C 0.0134 0.0651 0.1132
C -0.0202 -0.0106 -0.0106
C 0.0110 -0.0391 0.0845
C 0.0623 0.0683 0.0074
C -0.1078 -0.2003 -0.2749
H -0.0316 -0.0531 0.0198
H 0.0863 -0.0153 0.0185
H -0.0115 0.0462 0.0105
H 0.0321 -0.0129 0.0483
H 0.0151 0.0088 -0.0356
H -0.0073 0.0466 -0.0276
H -0.0337 0.0323 0.0405
H 0.0731 0.1087 0.1918
C -0.0544 -0.0583 -0.0185
C -0.0256 0.0758 0.0074
C 0.1157 -0.1175 -0.0067
C -0.2141 0.0199 -0.0048
C 0.1494 -0.0444 -0.0543
C 0.3123 0.0760 -0.0079
Te -0.2949 -0.1278 0.2961
N -1.5877 0.2396 -0.0189
C 0.5071 -0.1218 0.1370
O -1.1733 0.1885 0.5301
C 0.0980 0.1060 0.0484
C -0.0788 0.0906 -0.0340
C 0.0265 0.0055 -0.0300
C -0.0136 0.0523 0.0420
C 0.0121 -0.0284 -0.0534
C -0.0950 0.0066 0.0628
C 0.0980 -0.1265 -0.0024
C 0.0250 -0.0313 0.0154
C -0.0387 0.0068 -0.0269
C 0.0307 -0.0242 -0.0231
C -0.0208 0.0160 0.0191
C 0.0765 0.0730 -0.0928
C -0.1336 0.0294 0.0743
C -0.1308 -0.2599 -0.0481
C 0.0121 0.1215 0.0529
C -0.0005 0.0323 -0.0032
H 0.0236 -0.0217 -0.0051
H -0.0049 0.0103 0.0311
H -0.0143 0.0191 -0.0276
H -0.0090 -0.0200 0.0049
H -0.0243 -0.0447 -0.0183
H -0.0674 0.0008 -0.0165
H -0.0433 0.0376 0.0523
H 0.0194 -0.0497 0.0729
H -0.0393 -0.0152 -0.0021
H -0.0255 0.0013 0.0066
H 0.0013 0.0445 0.0034
H 0.0458 -0.0225 0.0143
H 0.0145 -0.0749 -0.0084
H 0.0083 -0.0361 -0.0602
H 0.0241 0.0369 -0.0105
H -0.0116 0.0541 -0.0148
H -0.0007 0.0276 0.0263
H 0.0260 -0.0227 -0.0386
H 0.0338 -0.0117 -0.0080
H 0.0208 -0.0289 -0.0651
H -0.0233 -0.0082 -0.0321
H -0.0003 0.0146 0.0424
H -0.0424 0.0149 -0.0151

The net charge is +1. As for the HOMO-LUMO gap (spin up / spin down): 6.6 / 6.7 eV. The value obtained for the largest force on an atom is 3.44 eV/Å. For the LUMO energy (spin up / spin down), the calculation gives -2.83 / -3.14 eV. The value obtained for the calculated total energy is -151852.22801 eV. Its expectation value of S² is 0.99. The calculation puts the highest occupied orbital energy (spin up / spin down) at -9.41 / -9.86 eV. Its spin multiplicity is 2.